No. 1
The following is a DFT calculation (ωB97M-V/def2-TZVPD) of a molecular structure, C31H37N8OPRbS2.

Positions of all 81 atoms, in Å:
Rb (0.3374, -1.6117, 1.8006)
C (3.9254, 2.7102, 3.2789)
N (2.5582, 2.2402, 3.1886)
C (1.5204, 2.9884, 2.7087)
C (0.4122, 2.1932, 2.7847)
N (0.7508, 0.9727, 3.2874)
C (2.0522, 1.0109, 3.5119)
P (2.9525, -0.2692, 4.4529)
C (1.5183, -1.1620, 5.1074)
N (0.5655, -1.7889, 4.4428)
C (-0.2929, -2.2701, 5.3808)
C (0.1427, -1.9304, 6.6344)
N (1.2946, -1.2288, 6.4543)
C (2.1222, -0.6621, 7.5045)
C (3.4841, -1.4749, 3.1855)
N (2.9260, -2.6497, 2.9513)
C (3.8004, -3.3358, 2.1591)
C (4.9057, -2.5746, 1.9088)
N (4.7118, -1.4034, 2.5814)
C (5.6296, -0.2834, 2.5704)
H (3.9250, 3.7759, 3.4960)
H (4.4584, 2.5488, 2.3419)
H (4.4384, 2.1968, 4.0893)
H (1.6658, 4.0025, 2.3764)
H (-0.6023, 2.4377, 2.5214)
H (-1.1681, -2.8311, 5.0967)
H (-0.2618, -2.1285, 7.6122)
H (1.7067, -0.9353, 8.4704)
H (2.1491, 0.4242, 7.4306)
H (3.1384, -1.0463, 7.4386)
H (3.6093, -4.3452, 1.8318)
H (5.8044, -2.7611, 1.3453)
H (6.6500, -0.6504, 2.4878)
H (5.5367, 0.2667, 3.5041)
H (5.4265, 0.3767, 1.7268)
S (-1.1498, 0.9158, 0.2906)
C (-1.7529, 0.6435, -1.2307)
N (-2.7543, 1.3580, -1.7605)
C (-3.1792, 1.1337, -3.1354)
C (-1.9657, 0.8553, -3.9827)
N (-1.2409, -0.2751, -3.4197)
C (-0.6971, -1.2199, -4.3974)
C (-1.8091, -1.9965, -5.0716)
C (-2.0022, -1.9313, -6.4452)
C (-3.0576, -2.6121, -7.0389)
C (-3.9299, -3.3566, -6.2620)
C (-3.7396, -3.4292, -4.8880)
C (-2.6848, -2.7546, -4.2952)
C (-1.1521, -0.4384, -2.0916)
S (-0.4283, -1.7523, -1.3850)
C (-3.4688, 2.4124, -1.0410)
C (-3.1519, 3.7674, -1.6306)
C (-4.1435, 4.5769, -2.1686)
C (-3.8188, 5.8025, -2.7358)
C (-2.4991, 6.2233, -2.7748)
C (-1.5029, 5.4177, -2.2372)
C (-1.8270, 4.1975, -1.6673)
H (-3.6747, 2.0349, -3.4918)
H (-3.8845, 0.2980, -3.1892)
H (-1.3220, 1.7399, -4.0277)
H (-2.2764, 0.5928, -4.9925)
H (-0.0118, -1.8829, -3.8780)
H (-0.1328, -0.6432, -5.1333)
H (-1.3197, -1.3511, -7.0562)
H (-3.1992, -2.5564, -8.1104)
H (-4.7591, -3.8780, -6.7218)
H (-4.4109, -4.0160, -4.2740)
H (-2.5287, -2.8267, -3.2259)
H (-3.1653, 2.3682, 0.0001)
H (-4.5388, 2.2002, -1.1052)
H (-5.1773, 4.2512, -2.1386)
H (-4.5984, 6.4272, -3.1518)
H (-2.2434, 7.1735, -3.2244)
H (-0.4705, 5.7431, -2.2593)
H (-1.0504, 3.5742, -1.2368)
C (1.5327, -4.6921, -0.5309)
O (1.0334, -3.9389, 0.5733)
H (1.2376, -5.7417, -0.4675)
H (2.6219, -4.6250, -0.5965)
H (1.0995, -4.2679, -1.4334)
H (1.4003, -4.3236, 1.3770)

Values from the calculation:
HOMO level ... -10.22 eV
LUMO level ... -2.653 eV
Gap between HOMO and LUMO ... 7.57 eV
Charge ... +1
Energy above the lowest of the compared OMol25 structures with the same formula, charge and spin ... 5.0 kcal per mole
Energy ... -2878.46025 Ha

=====

No. 2
The following is a DFT calculation (ωB97M-V/def2-TZVPD) of a molecular structure, C25H16BrKN4O9S in a non-equilibrium geometry.

Positions of all 57 atoms, in Å:
K (0.9254, -0.7554, 1.0049)
O (-0.3437, -1.5131, -2.5913)
C (0.2264, -2.0921, -1.6389)
O (-0.1657, -2.1793, -0.4445)
C (1.5725, -2.7463, -1.9603)
C (1.6204, -3.8566, -2.7387)
C (2.8627, -4.4628, -3.0408)
C (4.0379, -3.9258, -2.5900)
C (4.0150, -2.7895, -1.8001)
C (2.7865, -2.1396, -1.3916)
O (2.7076, -1.1469, -0.6389)
N (5.3330, -2.2888, -1.3960)
O (6.3297, -2.8223, -1.8845)
O (5.3976, -1.4754, -0.4981)
N (2.9164, -5.6643, -3.8494)
O (4.0090, -6.1380, -4.1430)
O (1.8718, -6.0697, -4.3448)
H (0.7108, -4.2764, -3.1470)
H (4.9809, -4.3814, -2.8423)
N (0.0100, 1.3261, -1.0029)
S (-1.1534, 1.2226, -2.0581)
C (-1.6317, 2.9139, -2.3962)
C (-1.6083, 3.8453, -1.3659)
C (-1.9340, 5.1632, -1.6360)
C (-2.2742, 5.5512, -2.9321)
C (-2.2801, 4.6184, -3.9566)
C (-1.9527, 3.2891, -3.6885)
C (-2.6371, 0.8060, -1.1242)
C (-3.8570, 0.8077, -1.7879)
C (-5.0212, 0.5431, -1.0857)
C (-4.9605, 0.2784, 0.2798)
C (-3.7338, 0.2647, 0.9275)
C (-2.5582, 0.5215, 0.2267)
H (0.7713, 0.7394, -1.3267)
H (-1.3100, 3.5260, -0.3734)
H (-1.9186, 5.8962, -0.8383)
H (-2.5236, 6.5849, -3.1389)
H (-2.5290, 4.9219, -4.9661)
H (-1.9412, 2.5524, -4.4840)
H (-3.8936, 1.0159, -2.8521)
H (-5.9724, 0.5380, -1.6044)
H (-5.8683, 0.0685, 0.8319)
H (-3.6731, 0.0290, 1.9825)
H (-1.6101, 0.4714, 0.7420)
Br (2.8152, 2.6653, 7.7714)
C (1.8086, 1.2124, 7.0678)
C (1.2330, 0.3128, 7.9477)
N (0.5096, -0.7274, 7.5310)
C (0.3522, -0.8682, 6.2089)
C (0.8981, -0.0134, 5.2583)
C (1.6537, 1.0576, 5.7039)
C (0.6534, -0.2413, 3.7630)
O (1.2928, 0.5104, 2.9869)
O (-0.1659, -1.1424, 3.4720)
H (1.3630, 0.4394, 9.0166)
H (-0.2428, -1.7026, 5.8592)
H (2.0954, 1.7269, 4.9763)

Values from the calculation:
HOMO level ... -2.55 eV
LUMO level ... 3.586 eV
Gap between HOMO and LUMO ... 6.14 eV
Charge ... -2
Energy above the lowest of the compared OMol25 structures with the same formula, charge and spin ... 0.3 kcal per mole
Energy ... -5430.57660 Ha

=====

No. 3
The following is a DFT calculation (ωB97M-V/def2-TZVPD) of 17 unconnected molecules or ions with the total composition C66H147O32P5 in a non-equilibrium geometry.

Positions of all 250 atoms, in Å:
C (3.3252, 2.8558, 7.1385)
C (2.3710, 2.8571, 5.9875)
O (1.1850, 2.7382, 6.1218)
C (2.9307, 2.9481, 4.6162)
H (3.8699, 1.9132, 7.0840)
H (2.7099, 2.9776, 8.0299)
H (3.9431, 3.7422, 6.9946)
H (2.4145, 3.6678, 3.9808)
H (2.7683, 1.9412, 4.2317)
H (4.0018, 3.1269, 4.7115)
C (-0.2485, 6.0528, 1.0171)
C (0.3453, 5.1891, 2.0628)
O (1.5065, 5.2958, 2.3753)
C (-0.5486, 4.2603, 2.8586)
H (0.4189, 6.8092, 0.6041)
H (-1.1270, 6.5782, 1.3918)
H (-0.4773, 5.4133, 0.1646)
H (-1.3200, 3.9419, 2.1573)
H (-1.0687, 4.6840, 3.7177)
H (0.0036, 3.4225, 3.2841)
C (-3.0819, 2.2327, -3.2108)
C (-4.4083, 2.9808, -3.4841)
O (-5.1206, 2.7080, -4.4908)
C (-4.8536, 4.0379, -2.5139)
H (-2.3407, 2.4570, -3.9779)
H (-3.2259, 1.1847, -2.9479)
H (-2.5751, 2.6194, -2.3267)
H (-4.0832, 4.8031, -2.4192)
H (-5.0228, 3.5759, -1.5413)
H (-5.7535, 4.5432, -2.8647)
C (-0.3550, 7.5845, -3.0611)
C (-1.3209, 6.4190, -3.0172)
O (-1.5726, 5.7803, -1.9892)
C (-1.9641, 5.9957, -4.3479)
H (0.4229, 7.2756, -3.7593)
H (-0.0386, 7.8034, -2.0412)
H (-0.9204, 8.4454, -3.4178)
H (-2.3675, 6.8332, -4.9172)
H (-2.8229, 5.3703, -4.1042)
H (-1.2363, 5.4153, -4.9148)
C (-6.5491, 0.3337, -1.6054)
C (-7.3881, 0.2283, -2.8697)
O (-7.6801, -0.8620, -3.3597)
C (-7.8420, 1.4977, -3.5127)
H (-5.8716, 1.1845, -1.5318)
H (-5.9302, -0.5326, -1.3719)
H (-7.2165, 0.4268, -0.7487)
H (-7.2545, 1.7541, -4.3942)
H (-7.7058, 2.3081, -2.7965)
H (-8.8812, 1.4844, -3.8414)
C (-5.7820, 3.0368, 2.9426)
C (-4.6972, 3.8097, 2.2819)
O (-4.4831, 5.0228, 2.5024)
C (-3.9266, 3.1337, 1.2069)
H (-6.2441, 3.7152, 3.6597)
H (-5.3967, 2.1677, 3.4757)
H (-6.5017, 2.7769, 2.1663)
H (-4.5567, 2.8116, 0.3778)
H (-3.3470, 2.2811, 1.5609)
H (-3.2957, 3.8688, 0.7073)
C (-0.6196, -4.6900, -5.4605)
C (-1.6029, -3.6214, -4.9770)
O (-2.6959, -3.8707, -4.4640)
C (-1.2226, -2.1489, -5.1071)
H (-1.1465, -5.6423, -5.5201)
H (0.2277, -4.8588, -4.7959)
H (-0.2506, -4.4793, -6.4643)
H (-1.4646, -1.5820, -4.2081)
H (-1.7391, -1.7689, -5.9885)
H (-0.1530, -2.0479, -5.2911)
C (-4.5185, -0.8436, -5.0414)
C (-5.1253, -1.8693, -5.9384)
O (-4.7891, -1.7310, -7.1106)
C (-5.9715, -3.0061, -5.3891)
H (-3.6889, -0.2798, -5.4681)
H (-4.0488, -1.3621, -4.2055)
H (-5.2735, -0.1467, -4.6775)
H (-5.3726, -3.9162, -5.3583)
H (-6.8567, -3.1605, -6.0061)
H (-6.1876, -2.7091, -4.3628)
C (3.7618, 7.2826, -1.9410)
C (4.3608, 6.1278, -1.1600)
O (5.3416, 5.5883, -1.6549)
C (3.7294, 5.6808, 0.1257)
H (3.2111, 7.9897, -1.3206)
H (3.0228, 6.8381, -2.6076)
H (4.4568, 7.8108, -2.5937)
H (4.4103, 5.9262, 0.9408)
H (3.5670, 4.6040, 0.1725)
H (2.7078, 6.0385, 0.2535)
C (-1.4250, 0.7022, 6.0563)
C (-2.3148, 1.5735, 5.1687)
O (-2.8922, 1.1800, 4.1705)
C (-2.6535, 2.9636, 5.6364)
H (-1.7828, 0.6530, 7.0847)
H (-0.3670, 0.8732, 5.8572)
H (-1.4767, -0.2987, 5.6277)
H (-3.2513, 3.0008, 6.5471)
H (-3.3316, 3.4290, 4.9211)
H (-1.6701, 3.4226, 5.7379)
C (3.6567, 3.8348, -4.9962)
C (2.2224, 4.0724, -4.4368)
O (2.0115, 4.9427, -3.6331)
C (1.1654, 3.1605, -4.9472)
H (4.4258, 4.4869, -4.5822)
H (3.6834, 3.9046, -6.0837)
H (4.0496, 2.8372, -4.8000)
H (1.2942, 2.9583, -6.0105)
H (0.1988, 3.4591, -4.5415)
H (1.3059, 2.1826, -4.4867)
C (-2.5416, -6.0100, -1.7636)
C (-2.9494, -7.4245, -1.4512)
O (-2.2184, -8.0373, -0.7060)
C (-4.3486, -7.9688, -1.7628)
H (-2.6482, -5.8130, -2.8303)
H (-1.5152, -5.7416, -1.5135)
H (-3.1562, -5.3012, -1.2086)
H (-4.8369, -8.3828, -0.8806)
H (-4.2357, -8.8027, -2.4556)
H (-5.0110, -7.1719, -2.1007)
C (4.2650, -1.2973, 6.0792)
C (4.5993, -1.1761, 4.6249)
O (4.8255, 0.1853, 4.2026)
P (6.2408, 0.8781, 4.5930)
O (6.3020, 1.4202, 5.9690)
O (6.4477, 1.9421, 3.3673)
C (6.4386, 1.4882, 2.0142)
C (5.0761, 1.8182, 1.4188)
O (7.3244, -0.2487, 4.2485)
C (8.5721, -0.1650, 4.8552)
C (8.5203, -0.9861, 6.1469)
H (3.4486, -0.6244, 6.3415)
H (4.0260, -2.3302, 6.3327)
H (5.1597, -0.9678, 6.6074)
H (5.4020, -1.8339, 4.2917)
H (3.7156, -1.4560, 4.0515)
H (7.0995, 2.1316, 1.4334)
H (6.6768, 0.4276, 1.9337)
H (5.0533, 2.9036, 1.3209)
H (4.9687, 1.4416, 0.4016)
H (4.2320, 1.5117, 2.0366)
H (9.2890, -0.5705, 4.1412)
H (8.9212, 0.8442, 5.0735)
H (9.5098, -1.0799, 6.5944)
H (7.9052, -0.4675, 6.8823)
H (8.1125, -1.9931, 6.0590)
C (-0.2201, -4.8644, 1.3223)
C (0.7659, -3.9316, 0.6207)
O (1.6282, -3.5468, 1.6692)
P (3.1217, -4.1762, 1.7763)
O (3.9052, -3.7794, 2.9550)
O (2.8182, -5.7959, 1.7764)
C (3.8256, -6.6696, 2.2173)
C (3.6022, -7.0547, 3.6936)
O (3.7704, -3.8720, 0.3083)
C (4.0110, -2.5426, -0.1640)
C (5.1482, -1.9560, 0.6429)
H (0.2782, -5.8338, 1.3163)
H (-0.4000, -4.5763, 2.3580)
H (-1.1509, -5.0152, 0.7754)
H (1.1825, -4.5124, -0.2021)
H (0.3107, -3.0036, 0.2748)
H (3.8665, -7.5643, 1.5961)
H (4.8000, -6.1919, 2.1144)
H (4.4310, -7.6364, 4.0970)
H (3.4831, -6.1702, 4.3194)
H (2.6607, -7.6036, 3.7139)
H (4.3425, -2.7280, -1.1857)
H (3.0996, -1.9447, -0.1694)
H (5.8650, -2.7595, 0.8120)
H (5.6636, -1.0810, 0.2470)
H (4.7649, -1.6409, 1.6134)
C (1.6204, 3.0230, -1.0061)
C (0.1589, 2.6018, -1.0915)
O (0.1274, 1.1734, -1.2109)
P (-0.9305, 0.3120, -0.3467)
O (-2.1992, 0.9370, -0.0213)
O (-1.0380, -1.0959, -1.1287)
C (-2.0298, -1.9769, -0.6689)
C (-3.3147, -1.8043, -1.6053)
O (-0.0199, -0.1177, 0.9574)
C (-0.3703, 0.3707, 2.2681)
C (0.9257, 0.6497, 2.9523)
H (2.1757, 2.5866, -0.1759)
H (2.1437, 2.8848, -1.9522)
H (1.6734, 4.1009, -0.8527)
H (-0.2851, 3.0356, -0.1955)
H (-0.3581, 3.0471, -1.9415)
H (-1.7301, -3.0152, -0.8115)
H (-2.3787, -1.8621, 0.3573)
H (-4.0810, -2.5666, -1.4652)
H (-3.7765, -0.8218, -1.5071)
H (-3.0041, -1.9034, -2.6454)
H (-1.0306, 1.2286, 2.1411)
H (-0.9276, -0.3646, 2.8486)
H (0.7272, 1.2714, 3.8253)
H (1.4125, -0.2930, 3.2023)
H (1.6145, 1.1948, 2.3069)
C (8.2446, -2.6445, -2.9081)
C (6.7880, -2.5310, -3.2242)
O (6.5291, -1.3846, -4.0810)
P (5.2700, -0.4004, -3.7913)
O (5.0971, 0.6199, -4.8094)
O (3.9808, -1.4079, -3.7716)
C (2.6967, -0.9636, -4.2238)
C (1.8149, -0.4891, -3.0304)
O (5.4124, 0.1140, -2.2371)
C (6.5187, 0.9234, -1.8834)
C (6.1076, 2.3598, -2.1465)
H (8.5020, -1.8206, -2.2425)
H (8.4053, -3.5849, -2.3809)
H (8.8725, -2.6191, -3.7987)
H (6.4770, -3.4219, -3.7698)
H (6.1390, -2.5562, -2.3488)
H (2.9354, -0.1317, -4.8864)
H (2.1517, -1.6178, -4.9044)
H (1.6545, -1.3171, -2.3399)
H (2.2487, 0.4001, -2.5730)
H (0.8109, -0.2960, -3.4082)
H (6.7611, 0.7427, -0.8362)
H (7.4112, 0.6718, -2.4564)
H (6.0454, 2.6383, -3.1985)
H (5.1319, 2.5206, -1.6880)
H (6.7611, 3.1118, -1.7044)
C (-7.3157, -6.1401, 3.3161)
C (-6.5047, -4.9079, 3.7627)
O (-6.4631, -3.9319, 2.6856)
P (-5.1961, -3.8436, 1.6868)
O (-3.9008, -4.1100, 2.3085)
O (-5.3347, -2.3738, 1.0312)
C (-4.8302, -1.2376, 1.7249)
C (-5.9016, -0.7501, 2.6611)
O (-5.4930, -4.8613, 0.4529)
C (-6.7479, -4.9761, -0.1199)
C (-6.6736, -4.2109, -1.4727)
H (-7.5891, -6.7596, 4.1703)
H (-8.2705, -5.7347, 2.9811)
H (-6.8198, -6.7412, 2.5540)
H (-7.0068, -4.4252, 4.6011)
H (-5.4790, -5.2232, 3.9541)
H (-3.8368, -1.3955, 2.1448)
H (-4.6782, -0.4523, 0.9844)
H (-5.4699, -0.0653, 3.3911)
H (-6.6345, -0.1765, 2.0937)
H (-6.3682, -1.5622, 3.2187)
H (-7.0012, -6.0273, -0.2578)
H (-7.5493, -4.6408, 0.5385)
H (-7.4162, -4.5218, -2.2075)
H (-6.6661, -3.1217, -1.4318)
H (-5.7002, -4.4316, -1.9108)

Values from the calculation:
HOMO level ... -8.96 eV
LUMO level ... 0.398 eV
Gap between HOMO and LUMO ... 9.36 eV
Energy ... -6717.87146 Ha

=====

No. 4
The following is a DFT calculation (ωB97M-V/def2-TZVPD) of 13 unconnected molecules or ions with the total composition C4H36NO12 in a non-equilibrium geometry.

Positions of all 53 atoms, in Å:
C (0.8248, -1.7979, 1.9934)
C (-0.3679, -1.7835, 1.0375)
N (0.1748, -2.3018, -0.3646)
C (-0.5352, -3.6062, -0.5790)
C (-0.4418, -4.6662, 0.5110)
H (0.8416, -1.0167, 2.7723)
H (1.6962, -1.6709, 1.4706)
H (0.8539, -2.7667, 2.5237)
H (-1.2588, -2.3876, 1.4137)
H (-0.8134, -0.7474, 0.8145)
H (1.2043, -2.1967, -0.3833)
H (-0.1007, -1.5460, -1.0421)
H (-0.3596, -4.0252, -1.6289)
H (-1.6306, -3.3292, -0.7688)
H (-0.5671, -4.3534, 1.5488)
H (-1.3389, -5.3598, 0.2596)
H (0.4139, -5.3219, 0.4791)
H (2.7749, -3.8586, -0.7498)
H (4.1167, -2.9235, -0.8697)
O (3.1736, -3.0214, -1.0221)
H (-2.5601, 1.7049, 1.8772)
H (-2.0387, 1.0326, 3.0597)
O (-2.7070, 0.9304, 2.4461)
H (1.6510, 3.6164, -0.9818)
H (1.3390, 4.9176, -0.2042)
O (0.9691, 4.3429, -0.8356)
H (3.0924, 0.3460, 2.8277)
H (3.8327, 1.5770, 3.2548)
O (3.6321, 1.0679, 2.4600)
H (2.2713, -0.2355, -2.0210)
H (2.3545, 0.7946, -0.8419)
O (1.8687, 0.0236, -1.1218)
H (-3.3143, 1.9680, -3.2098)
H (-2.5974, 2.8387, -2.1979)
O (-2.4761, 2.1178, -2.8488)
H (-4.2620, 1.8808, -0.5708)
H (-4.0363, 3.2001, -0.0985)
O (-3.5121, 2.5084, -0.3693)
H (3.2214, 1.8944, 0.8438)
H (3.9704, 2.1864, -0.4950)
O (3.0650, 1.9713, -0.0190)
H (-0.2937, 2.0122, 1.2015)
H (0.0001, 2.9982, 2.2831)
O (0.3369, 2.1156, 2.0358)
H (-0.2322, 1.0029, -0.3952)
H (-1.4840, 1.9295, -0.5023)
O (-1.1131, 1.2380, -0.0850)
H (-2.6418, -0.6600, 0.1356)
H (-3.2129, -0.9210, -1.2758)
O (-2.6386, -1.2588, -0.6261)
H (-0.9407, 0.5756, -2.1677)
H (0.5342, 0.0084, -2.0363)
O (-0.4220, -0.2768, -2.4579)

Values from the calculation:
HOMO level ... -13.41 eV
LUMO level ... -2.375 eV
Gap between HOMO and LUMO ... 11.03 eV
Charge ... +1
Energy above the lowest of the compared OMol25 structures with the same formula, charge and spin ... 133.1 kcal per mole
Energy ... -1131.33279 Ha

=====

- Look up the HOMO level of the first one.
  -10.22 eV